No. 1
Molecular formula: H8O4
Method: DFT, ωB97M-V/def2-TZVPD

Its strongest force on any atom is 3.79 eV/A. The charge is 0. The HOMO-LUMO gap is 11.98 eV. As for the lowest unoccupied orbital energy: 0.0089 hartree. Its SMILES is O.O.O.O.

Geometry (Å):
O -1.17 -1.55 -0.04
H -1.51 -1.47 0.84
H -1.20 -0.67 -0.33
O 1.18 0.01 -1.50
H 1.11 -0.73 -0.86
H 1.61 0.65 -0.89
O -1.34 1.08 -0.94
H -0.47 0.88 -1.32
H -1.20 1.68 -0.28
O 1.39 0.12 1.72
H 0.87 -0.57 1.30
H 0.73 0.56 2.27

No. 2
Molecular formula: C20H15CrF5N4S2
Method: DFT, ωB97M-V/def2-TZVPD

As for the expectation value of S²: 3.92. Its strongest force on any atom is 0.55 eV/A. The charge is +1. The HOMO-LUMO gap (alpha / beta) is 6.66 / 7.56 eV. As for the lowest unoccupied orbital energy (alpha / beta): -0.1811 / -0.1519 hartree. Its spin multiplicity is 4.

Geometry (Å):
Cr 0.59 0.07 -0.93
C -2.33 -1.24 1.94
C -1.52 -0.59 0.87
N -0.31 -0.92 0.58
N 0.29 -1.95 1.26
C 1.54 -2.10 0.91
N 2.21 -3.11 1.51
S 2.45 -1.15 -0.22
C -2.09 0.53 0.08
C -3.36 1.04 0.32
C -3.80 2.10 -0.45
C -2.98 2.62 -1.44
C -1.73 2.05 -1.62
N -1.30 1.03 -0.89
H -1.85 -2.14 2.29
H -3.33 -1.47 1.56
H -2.45 -0.55 2.78
H 1.75 -3.63 2.23
H 3.19 -3.25 1.35
H -3.97 0.64 1.11
H -4.78 2.53 -0.28
H -3.28 3.45 -2.06
H -1.05 2.43 -2.38
C -0.41 -1.06 -3.18
C -1.80 -1.05 -3.08
C -2.44 -2.05 -2.37
C -1.70 -3.06 -1.76
C -0.32 -3.09 -1.88
C 0.33 -2.09 -2.60
H 0.10 -0.33 -3.82
H -2.37 -0.27 -3.57
H -3.52 -2.05 -2.30
H -2.21 -3.84 -1.21
H 0.25 -3.90 -1.45
H 1.39 -2.16 -2.79
F 5.07 2.68 3.94
C 4.27 2.53 2.90
C 4.74 1.94 1.74
F 6.00 1.53 1.66
C 3.88 1.80 0.66
F 4.37 1.26 -0.45
C 2.56 2.22 0.71
S 1.48 2.11 -0.66
C 2.12 2.81 1.89
F 0.85 3.22 2.00
C 2.95 2.97 2.98
F 2.51 3.52 4.10

No. 3
Molecular formula: C4H12NOP
Method: DFT, ωB97M-V/def2-TZVPD

Its strongest force on any atom is 3.93 eV/A. The charge is 0. The HOMO-LUMO gap is 9.68 eV. As for the lowest unoccupied orbital energy: 0.0377 hartree. Its SMILES is CP(N)O.C=CC.

Geometry (Å):
C 2.79 -0.18 -0.27
C 1.35 -0.84 -2.18
C -2.23 1.71 1.01
C 1.68 -0.96 -0.86
N -1.69 -0.49 0.08
O -1.14 -0.27 2.55
P -0.79 0.52 1.17
H 3.67 -0.74 0.16
H 3.10 0.44 -1.08
H 2.42 0.57 0.57
H -2.04 -0.60 2.61
H 0.62 -1.43 -2.62
H 1.72 -0.10 -2.77
H -3.24 1.20 1.15
H -2.25 2.58 1.61
H -2.37 2.02 -0.07
H 1.29 -1.73 -0.34
H -1.47 -1.49 0.13
H -1.43 -0.23 -0.86

- What is the strongest force on any atom in the first record?
  3.79 eV/A

- Among the records above, which one has the lowest strongest force on any atom?
  C20H15CrF5N4S2

- Among the records above, which one has the highest charge?
  C20H15CrF5N4S2